{"formula": "C3H4N2O3", "method": "ωB97M-V with the def2-TZVPD basis set", "largest_force_ev_per_a": 2.96, "lumo_energy_ev": [-1.0058, -0.9544], "e_above_lowest_kj_mol": 486.47, "energy_ev": -12293.95347, "homo_lumo_gap_ha": [0.297, 0.306], "species": ["C", "C", "C", "N", "N", "O", "O", "O", "H", "H", "H", "H"], "positions_angstrom": [[-1.062, 0.130, 0.307], [0.621, 0.093, -1.212], [1.228, -0.397, 0.072], [-0.228, 0.898, 1.216], [-0.876, -1.225, 0.560], [-0.658, 0.476, -1.055], [1.226, 0.182, -2.241], [1.087, 0.362, 1.151], [-2.087, 0.502, 0.425], [2.041, -1.102, 0.069], [-0.205, 1.883, 0.953], [-1.087, -1.802, -0.245]]}